Computed, not measured: an isolated molecule of C18H23N3OS, with ωB97M-V with the def2-TZVPD basis set.

```
46
Properties=species:S:1:pos:R:3:nbo_charge:R:1
C -5.97 -2.27 -0.10 -0.66
C -5.32 -0.96 -0.37 0.10
N -4.09 -0.80 -0.70 -0.47
C -3.76 0.50 -0.90 0.13
C -4.79 1.38 -0.71 -0.43
S -6.22 0.54 -0.27 0.38
H -4.78 2.44 -0.81 0.25
C -2.36 0.87 -1.27 -0.53
H -1.85 0.01 -1.69 0.24
C -1.62 1.41 -0.05 0.71
O -1.41 2.61 0.07 -0.64
N -1.27 0.52 0.90 -0.43
C -1.32 -0.92 0.78 -0.24
H -1.55 -1.31 1.78 0.19
C 0.05 -1.45 0.32 -0.22
N 1.04 -0.43 0.59 -0.46
C 2.34 -0.59 0.06 0.15
C 2.86 -1.84 -0.22 -0.26
C 4.14 -1.97 -0.73 -0.20
C 4.91 -0.85 -0.94 -0.23
C 4.40 0.42 -0.69 -0.01
C 3.10 0.56 -0.21 0.03
C 2.51 1.93 -0.05 -0.66
H 2.80 2.56 -0.88 0.22
H 2.86 2.41 0.86 0.21
H 1.43 1.88 -0.02 0.23
C 5.25 1.63 -0.96 -0.63
H 5.27 2.29 -0.09 0.22
H 4.86 2.19 -1.80 0.22
H 6.27 1.33 -1.19 0.22
H 5.92 -0.95 -1.32 0.21
H 4.54 -2.95 -0.95 0.21
H 2.28 -2.73 -0.04 0.21
C 0.90 0.10 1.92 -0.23
H 1.77 0.71 2.18 0.22
C -0.39 0.95 1.97 -0.23
H -0.90 0.83 2.94 0.19
H -0.18 2.01 1.82 0.25
H 0.84 -0.72 2.66 0.17
H 0.06 -1.65 -0.76 0.21
H 0.26 -2.40 0.85 0.17
H -2.12 -1.23 0.11 0.26
H -2.38 1.68 -2.00 0.25
H -5.24 -3.06 -0.23 0.24
H -6.80 -2.43 -0.77 0.23
H -6.35 -2.29 0.92 0.23
```

## Properties
energy relative to the best compared isomer or geometry (same formula, charge and spin)	0.561	eV
lowest unoccupied orbital energy	0.7	eV
SMILES string	Cc1nc(CC(=O)N2CCN(c3cccc(C)c3C)CC2)cs1
gap between HOMO and LUMO	8.63	eV
2S+1	1